The following is a quantum chemistry calculation of a cluster of 17 separate species, C2H38NO17 in total, from the OMol25 dataset.

The total energy is -38986.7773 eV. The max |F| comes out at 3.840 eV Å⁻¹. The relative energy (zero: lowest compared OMol25 entry of this formula, charge and spin) is 0.0 kcal/mol. The net charge is -1. The HOMO energy comes out at -0.059 Ha.

CARTESIAN COORDINATES (ANGSTROEM)
N: 0.10 -0.24 -0.11
H: 0.32 -1.25 0.11
H: 0.83 0.11 -0.72
H: 0.19 0.32 0.71
H: -0.79 -0.17 -0.64
O: -0.92 4.25 2.06
C: 0.33 3.69 1.83
C: 0.74 2.95 3.09
O: 1.81 2.08 2.89
H: 1.08 4.39 1.54
H: 0.16 2.90 1.06
H: -0.09 2.32 3.46
H: 1.03 3.76 3.83
O: 0.33 -4.58 -0.50
H: 0.10 -4.98 -1.33
H: -0.47 -4.06 -0.29
O: -2.43 -1.71 -3.25
H: -2.33 -2.54 -3.70
H: -1.55 -1.37 -3.22
O: 2.79 0.69 -2.66
H: 3.36 0.21 -3.23
H: 1.95 0.33 -2.83
O: 1.53 -2.56 -1.90
H: 1.53 -3.38 -1.39
H: 1.98 -2.75 -2.77
O: 0.50 2.65 -1.51
H: 1.22 2.38 -0.97
H: 0.14 3.46 -1.09
O: 0.17 -2.77 2.26
H: -0.49 -3.38 1.97
H: -0.27 -1.97 2.46
O: -1.64 -2.87 -1.00
H: -1.88 -2.57 -1.87
H: -2.41 -3.31 -0.69
O: -3.48 0.09 -1.05
H: -3.58 -0.53 -1.77
H: -3.59 -0.50 -0.32
O: -2.05 1.77 1.25
H: -2.39 2.01 0.35
H: -1.44 2.45 1.44
O: -1.53 -0.63 2.37
H: -1.76 0.28 2.11
H: -2.26 -1.03 2.83
O: 1.48 -0.39 3.34
H: 2.22 -0.49 3.84
H: 1.54 0.55 3.17
O: -2.51 2.96 -1.16
H: -2.17 2.17 -1.61
H: -3.43 2.81 -1.24
O: 2.83 -1.61 0.86
H: 2.79 -0.79 0.43
H: 2.76 -1.38 1.79
O: 0.22 -0.55 -3.31
H: 0.56 -0.53 -4.20
H: 0.75 -1.27 -3.02
O: 2.46 1.50 0.47
H: 2.26 1.63 1.43
H: 3.42 1.43 0.38